Density functional theory data (ωB97M-V/def2-TZVPD) for a single C6H8OS molecule in a non-equilibrium geometry.

Calculated values
* energy relative to the best compared isomer or geometry (same formula, charge and spin): 68.54 kcal per mole
* Kohn-Sham gap: 0.3554 Ha
* HOMO level: -0.3332 hartree
* strongest force on any atom: 2.8 eV/Å

```
! wB97M-V def2-TZVPD RIJCOSX def2/J DEFGRID3
* xyz 0 1
C -0.8352 2.8315 0.7731
C -0.8030 1.6607 0.4531
C -0.9463 0.2683 -0.0305
O -1.6366 -0.2956 1.0175
C 0.4314 -0.3893 -0.4674
C 1.4035 -0.3656 0.6916
C 0.2675 -1.4630 -1.4273
S 1.0798 0.0191 -2.1272
H -0.8499 3.8263 1.2698
H -1.5677 0.3442 -0.8922
H -1.5151 -1.2566 1.0325
H 2.3373 -0.6974 0.3130
H 1.0787 -1.0472 1.5231
H 1.4115 0.5965 1.1717
H -0.7073 -1.6544 -1.9281
H 0.8512 -2.3777 -1.3728
*
```

=====

Density functional theory data (ωB97M-V/def2-TZVPD) for a 2-piece molecular cluster, C53H56N3O2Si overall in a non-equilibrium geometry.

Calculated values
* energy relative to the best compared isomer or geometry (same formula, charge and spin): 0.00 kcal per mole
* Kohn-Sham gap: 0.1551 Ha
* HOMO level: -0.3183 hartree
* strongest force on any atom: 2.3 eV/Å

```
! wB97M-V def2-TZVPD RIJCOSX def2/J DEFGRID3
* xyz 1 1
C 1.0573 1.8962 -5.4944
C 0.2337 1.0925 -4.6995
C -0.2371 1.5670 -3.4689
C 0.1160 2.8520 -3.0244
Si -0.6348 3.5697 -1.4813
C -0.5194 5.4274 -1.6031
C -1.6696 6.1674 -1.9128
C -1.6001 7.5596 -2.0444
C -0.3834 8.2225 -1.8564
C 0.7679 7.4907 -1.5476
C 0.7064 6.0952 -1.4395
C -2.4176 3.0342 -1.3766
C -3.2008 3.0572 -2.5424
C -4.5259 2.6036 -2.5114
C -5.0792 2.1288 -1.3169
C -4.3098 2.1210 -0.1495
C -2.9906 2.5923 -0.1729
C 0.1750 3.0027 0.1509
C 0.0812 4.0576 1.2761
C 1.5210 4.4026 1.6620
C 2.4264 3.3468 1.0085
N 1.5768 2.6329 0.0617
C 2.0107 1.5497 -0.6275
C 3.3041 1.0912 -0.5240
C 4.1037 0.5254 -1.5901
C 5.4261 0.0980 -1.3078
C 6.2925 -0.2884 -2.3197
C 5.8801 -0.2193 -3.6587
C 4.5560 0.1396 -3.9568
C 3.6679 0.4785 -2.9370
C 0.9798 3.6319 -3.8063
C 1.4487 3.1570 -5.0345
H 1.3945 1.5416 -6.4707
H -0.0490 0.0940 -5.0377
H -0.8951 0.9402 -2.8614
H -2.6226 5.6520 -2.0513
H -2.5002 8.1229 -2.2931
H -0.3309 9.3087 -1.9533
H 1.7209 7.9980 -1.3917
H 1.6251 5.5345 -1.2402
H -2.7778 3.4255 -3.4813
H -5.1227 2.6219 -3.4227
H -6.1093 1.7677 -1.2945
H -4.7351 1.7536 0.7866
H -2.4086 2.6122 0.7506
H -0.4272 2.1143 0.4053
H -0.4814 4.9436 0.9642
H -0.4649 3.6071 2.1123
H 1.7945 5.3970 1.2941
H 1.6586 4.4046 2.7465
H 3.2933 3.8015 0.5029
H 2.8341 2.6656 1.7751
H 1.2952 1.0672 -1.3056
H 3.8891 1.3994 0.3470
H 5.7487 0.0940 -0.2650
H 7.3004 -0.6230 -2.0680
H 6.5846 -0.4390 -4.4622
H 4.2197 0.1680 -4.9954
H 2.6387 0.7634 -3.1542
H 1.2707 4.6256 -3.4607
H 2.1148 3.7794 -5.6339
C 7.5701 -2.6771 1.4842
O 6.7824 -1.5004 1.7468
C 5.4338 -1.6386 1.8548
C 4.7162 -0.4964 2.2895
C 3.3586 -0.4302 2.0785
C 2.6581 -1.4679 1.4124
C 1.2617 -1.3413 1.1106
C 0.4080 -2.4338 1.2883
C -0.9861 -2.4166 1.2926
N -1.7546 -3.5182 1.4305
C -3.2112 -3.4418 1.6278
C -3.6544 -2.9561 3.0189
C -5.1659 -2.9218 3.1658
C -5.7990 -3.6057 4.2119
C -7.1938 -3.7047 4.2400
C -7.9636 -3.0678 3.2593
C -7.3320 -2.3206 2.2570
C -5.9367 -2.2197 2.2317
C -3.6454 -4.8932 1.3990
O -4.7878 -5.3195 1.2449
N -2.5059 -5.6454 1.3610
C -2.5547 -7.0839 1.2509
C -1.2526 -4.9021 1.4228
C -0.3936 -5.2528 0.1985
C -0.5075 -5.2577 2.7174
C 3.3820 -2.6514 1.1105
C 4.7311 -2.7768 1.3954
H 8.5918 -2.3010 1.4590
H 7.4492 -3.4146 2.2907
H 7.3108 -3.1344 0.5186
H 5.2798 0.3359 2.7093
H 2.7936 0.4466 2.3998
H 0.8333 -0.3593 0.9171
H 0.8917 -3.3857 1.5292
H -1.5253 -1.4673 1.2099
H -3.6663 -2.8102 0.8434
H -3.2151 -3.6194 3.7856
H -3.2405 -1.9438 3.1595
H -5.1830 -4.0818 4.9791
H -7.6763 -4.2922 5.0228
H -9.0518 -3.1584 3.2691
H -7.9185 -1.8263 1.4817
H -5.4357 -1.6192 1.4666
H -3.5954 -7.4129 1.2846
H -2.1052 -7.4171 0.3078
H -2.0045 -7.5505 2.0767
H -1.0139 -5.2253 -0.7056
H 0.4346 -4.5553 0.0746
H 0.0185 -6.2627 0.3211
H -1.2224 -5.3464 3.5462
H 0.0116 -6.2162 2.5837
H 0.2260 -4.4900 2.9734
H 2.8617 -3.4765 0.6189
H 5.2727 -3.6996 1.1799
*
```

=====

Density functional theory data (ωB97M-V/def2-TZVPD) for a single C17H20N4 molecule in a non-equilibrium geometry.

Calculated values
* energy relative to the best compared isomer or geometry (same formula, charge and spin): 76.81 kcal per mole
* Kohn-Sham gap: 0.3598 Ha
* HOMO level: -0.3398 hartree
* strongest force on any atom: 6.7 eV/Å

```
! wB97M-V def2-TZVPD RIJCOSX def2/J DEFGRID3
* xyz 0 1
C 3.6813 3.6331 -1.5334
C 3.2927 3.4249 -0.2280
C 2.9493 2.1933 0.1754
C 2.9385 1.2266 -0.7853
C 2.6780 -0.1283 -0.4363
C 3.5040 -1.0660 -0.7380
N 3.2057 -2.2381 -0.0834
N 2.2089 -1.9625 0.7190
N 1.8618 -0.6686 0.4568
C 0.6344 0.0744 0.8812
C 0.1156 -0.1000 2.3399
C -0.7128 1.1111 2.6559
C -1.9137 1.2372 1.6172
C -2.8741 0.0356 1.6194
C -1.9740 -1.2693 1.4199
C -0.8365 -1.2962 2.4885
C -1.3749 -1.2889 0.1085
C -0.5121 0.0123 -0.1235
C -1.3340 1.3459 0.1631
N 3.2735 1.3838 -2.0501
C 3.6987 2.6235 -2.4011
H 3.9481 4.7044 -1.7942
H 3.2544 4.2634 0.4918
H 2.8277 1.8666 1.2259
H 4.3106 -0.8814 -1.5152
H 0.9783 1.1208 0.9265
H 0.9214 -0.2642 3.1131
H -0.1481 1.9977 2.6801
H -0.9806 1.0022 3.6881
H -2.4533 2.1685 1.9450
H -3.5174 -0.0229 2.4982
H -3.4810 0.2697 0.7536
H -2.6266 -2.1623 1.6588
H -1.4526 -1.3480 3.4781
H -0.1371 -2.1437 2.4873
H -0.8210 -2.2656 -0.1722
H -2.1610 -1.2520 -0.7882
H -0.1685 -0.0936 -1.1801
H -2.1337 1.4084 -0.6412
H -0.6937 2.2203 0.0601
H 3.7203 2.8238 -3.4850
*
```

=====

Repeat the third record exactly.
Density functional theory data (ωB97M-V/def2-TZVPD) for a single C17H20N4 molecule in a non-equilibrium geometry.

Calculated values
* energy relative to the best compared isomer or geometry (same formula, charge and spin): 76.81 kcal per mole
* Kohn-Sham gap: 0.3598 Ha
* HOMO level: -0.3398 hartree
* strongest force on any atom: 6.7 eV/Å

```
! wB97M-V def2-TZVPD RIJCOSX def2/J DEFGRID3
* xyz 0 1
C 3.6813 3.6331 -1.5334
C 3.2927 3.4249 -0.2280
C 2.9493 2.1933 0.1754
C 2.9385 1.2266 -0.7853
C 2.6780 -0.1283 -0.4363
C 3.5040 -1.0660 -0.7380
N 3.2057 -2.2381 -0.0834
N 2.2089 -1.9625 0.7190
N 1.8618 -0.6686 0.4568
C 0.6344 0.0744 0.8812
C 0.1156 -0.1000 2.3399
C -0.7128 1.1111 2.6559
C -1.9137 1.2372 1.6172
C -2.8741 0.0356 1.6194
C -1.9740 -1.2693 1.4199
C -0.8365 -1.2962 2.4885
C -1.3749 -1.2889 0.1085
C -0.5121 0.0123 -0.1235
C -1.3340 1.3459 0.1631
N 3.2735 1.3838 -2.0501
C 3.6987 2.6235 -2.4011
H 3.9481 4.7044 -1.7942
H 3.2544 4.2634 0.4918
H 2.8277 1.8666 1.2259
H 4.3106 -0.8814 -1.5152
H 0.9783 1.1208 0.9265
H 0.9214 -0.2642 3.1131
H -0.1481 1.9977 2.6801
H -0.9806 1.0022 3.6881
H -2.4533 2.1685 1.9450
H -3.5174 -0.0229 2.4982
H -3.4810 0.2697 0.7536
H -2.6266 -2.1623 1.6588
H -1.4526 -1.3480 3.4781
H -0.1371 -2.1437 2.4873
H -0.8210 -2.2656 -0.1722
H -2.1610 -1.2520 -0.7882
H -0.1685 -0.0936 -1.1801
H -2.1337 1.4084 -0.6412
H -0.6937 2.2203 0.0601
H 3.7203 2.8238 -3.4850
*
```